The following is a quantum chemistry calculation of a 11-piece molecular cluster, C2H25NO12 overall, from the Open Molecules 2025 dataset.

Its HOMO-LUMO gap is 10.43 eV. The energy relative to the best compared isomer or geometry (same formula, charge and spin) is 26.0 kcal/mol. Its multiplicity is 1.

```
40
Properties=species:S:1:pos:R:3:forces:R:3:nbo_charge:R:1
O 0.5803 0.1975 -1.0777 -0.8 0.5 -0.7 -0.713
C 0.3012 1.2549 -1.6335 0.1 -0.6 -0.7 0.827
O 0.8033 2.3848 -1.2236 1.5 -0.4 1.6 -0.697
C -0.5423 1.4721 -2.9180 0.3 0.1 0.6 -0.325
N -1.7931 2.0872 -2.4302 -0.9 -0.4 -0.7 -0.852
H 1.5519 2.1117 -0.5128 -1.1 1.1 -1.0 0.523
H 0.1527 2.1921 -3.5188 -1.5 -1.6 0.3 0.215
H -0.8409 0.4520 -3.3551 0.9 1.7 0.3 0.225
H -2.5789 1.9921 -3.0686 0.3 -0.7 -0.2 0.368
H -1.8080 3.0832 -2.3302 0.9 0.6 0.5 0.377
H -1.3432 1.5600 2.4975 -0.3 0.0 -0.1 0.504
H -0.3369 1.9369 1.4256 -0.3 0.9 -1.0 0.479
O -0.5005 1.3188 2.1147 1.3 -0.4 1.5 -0.969
H -3.0506 -2.3925 -0.7709 0.7 -0.7 -1.1 0.509
H -2.8347 -0.8351 -1.2759 -0.3 -1.9 0.6 0.483
O -3.1274 -1.4728 -0.5763 -0.6 2.4 0.2 -0.979
H 2.7201 -0.0280 2.7876 -0.5 1.5 -0.6 0.512
H 1.6825 1.0672 2.2742 -1.7 -0.3 0.0 0.488
O 2.5520 0.9400 2.6018 2.1 -1.3 0.9 -0.980
H 3.5951 1.7005 -0.1704 1.6 -1.1 -1.5 0.478
H 3.0903 1.9094 1.1634 -0.2 -0.6 1.9 0.512
O 2.9638 2.2041 0.2770 -1.5 1.6 -0.6 -0.938
H -2.4713 0.8995 -0.4927 0.2 1.4 -0.5 0.457
H -2.5661 0.2325 0.7428 0.4 1.2 1.0 0.496
O -2.3286 1.1495 0.4288 -1.0 -2.1 -0.7 -0.971
H -0.5631 -1.6518 -1.2175 -0.5 -2.7 0.2 0.471
H 0.0713 -2.9627 -0.6296 -0.7 0.1 -0.6 0.491
O -0.6978 -2.6698 -1.1588 0.2 2.0 0.0 -0.970
H 2.5752 -2.1018 0.8629 -0.6 0.4 -1.5 0.495
H 2.7602 -3.2309 1.8331 0.6 1.9 0.0 0.471
O 2.9675 -2.2519 1.7097 0.1 -2.3 1.9 -0.989
H 0.2043 -0.2731 1.1617 0.0 1.5 0.3 0.502
H 0.6035 -1.4222 2.1593 0.2 0.4 -0.2 0.491
O 0.1312 -1.1883 1.3521 -0.3 -2.3 0.1 -0.982
H -2.8318 -1.7646 1.3420 -0.3 1.5 3.0 0.481
H -1.6907 -1.2885 2.0744 -0.1 0.4 0.9 0.484
O -2.6514 -1.3082 2.2860 0.4 -1.7 -3.8 -0.982
H 1.0640 -1.5206 -0.5678 0.4 0.6 0.1 0.513
H 2.3978 -1.6542 -1.4348 -2.1 -1.5 2.2 0.489
O 1.7892 -2.1291 -0.7315 3.1 0.9 -2.1 -0.993
```
Forces are in eV/Å.